# 1
133
Properties=species:S:1:pos:R:3:lowdin_charge:R:1 method="wB97M-V/def2-TZVPD" total_charge=0 energy_ha=-8376.3931 orbital_gap_ev=7.8397
C -9.21 1.97 0.86 -0.1018
C -8.21 3.10 1.06 -0.3036
C -6.76 2.66 0.78 -0.6383
Br -5.61 3.06 2.30 0.8355
C -6.13 3.15 -0.53 -0.5311
P -7.43 2.85 -1.91 0.6664
O -6.93 1.35 -2.28 -0.2914
Cl -6.78 3.99 -3.50 0.3525
O -5.07 2.14 -0.75 -0.2256
S -3.75 2.84 -1.28 0.5815
O -2.59 2.16 -0.86 -0.2019
O -3.88 3.14 -2.66 -0.2310
O -3.96 4.13 -0.37 -0.1517
C -5.35 4.47 -0.58 -0.3659
C -5.83 5.69 0.17 -0.1277
C -7.06 6.28 -0.52 -0.1737
C -6.74 7.23 -1.68 -0.1053
C -8.01 7.94 -2.12 -0.4977
O -8.64 7.63 -3.11 0.1084
O -8.41 8.95 -1.30 0.1099
H -10.07 2.09 1.51 0.0747
H -8.77 1.00 1.07 0.0781
H -9.59 1.94 -0.16 0.0502
H -8.52 3.94 0.45 0.0818
H -8.27 3.41 2.10 0.0806
H -6.76 1.58 0.71 0.0884
H -7.57 1.00 -2.90 0.0603
H -5.37 4.80 -1.62 0.0743
H -5.01 6.40 0.18 0.1341
H -6.06 5.48 1.21 0.0725
H -7.68 5.48 -0.92 0.0862
H -7.68 6.80 0.21 0.1200
H -5.97 7.95 -1.41 0.1287
H -6.38 6.67 -2.53 0.0900
H -7.94 8.88 -0.47 0.0985
C 0.69 -2.89 0.47 0.0809
C 1.05 -1.97 -0.44 -0.2282
C 0.27 -0.70 -0.65 -0.3004
O 0.69 0.09 -1.47 0.1075
C -0.93 -0.49 0.14 0.0850
C -1.30 -1.41 1.04 -0.2285
C -0.50 -2.67 1.27 -0.3042
O -0.90 -3.44 2.12 0.0965
O -2.38 -1.29 1.80 0.1212
O 2.12 -2.10 -1.22 0.1021
H 1.25 -3.80 0.63 0.1317
H -1.50 0.41 -0.03 0.1039
H -2.40 -2.09 2.37 0.1178
H 2.14 -1.31 -1.78 0.1116
C 1.05 -4.67 7.90 0.0604
C 0.18 -3.70 7.59 -0.2659
C -0.49 -3.63 6.25 -0.3170
O -1.29 -2.73 6.06 0.1007
C -0.16 -4.64 5.26 0.0809
C 0.71 -5.61 5.57 -0.2296
C 1.36 -5.69 6.92 -0.3081
O 2.13 -6.61 7.12 0.1088
O 1.06 -6.56 4.72 0.1223
O -0.16 -2.73 8.44 0.1078
H 1.53 -4.72 8.86 0.1395
H -0.64 -4.57 4.29 0.1163
H 1.70 -7.13 5.20 0.1180
H -0.79 -2.16 7.97 0.1183
C 2.74 -0.97 -6.01 0.0789
C 3.12 -0.06 -6.91 -0.2298
C 2.35 1.22 -7.12 -0.2904
O 2.78 2.01 -7.94 0.0818
C 1.15 1.44 -6.34 0.0838
C 0.76 0.52 -5.44 -0.2286
C 1.55 -0.75 -5.21 -0.3063
O 1.14 -1.53 -4.37 0.1080
O -0.31 0.66 -4.69 0.1339
O 4.20 -0.19 -7.67 0.1222
H 3.29 -1.89 -5.85 0.1368
H 0.60 2.35 -6.51 0.1389
H -0.36 -0.12 -4.11 0.1154
H 4.24 0.61 -8.22 0.1206
C 2.44 6.39 -5.75 0.0730
C 1.58 7.36 -6.06 -0.2422
C 0.90 7.43 -7.40 -0.3222
O 0.12 8.34 -7.59 0.1005
C 1.22 6.41 -8.38 0.0701
C 2.08 5.43 -8.08 -0.2346
C 2.74 5.35 -6.72 -0.3116
O 3.51 4.44 -6.50 0.1083
O 2.40 4.48 -8.94 0.1065
O 1.25 8.34 -5.22 0.1134
H 2.93 6.33 -4.78 0.1344
H 0.74 6.48 -9.35 0.1340
H 3.02 3.87 -8.48 0.0899
H 0.61 8.90 -5.71 0.1174
C -2.54 -6.33 11.21 0.0781
C -3.63 -6.28 11.98 -0.2385
C -4.81 -5.42 11.64 -0.3157
O -5.77 -5.45 12.38 0.1091
C -4.74 -4.59 10.45 0.0762
C -3.64 -4.63 9.68 -0.2276
C -2.47 -5.52 10.01 -0.2953
O -1.51 -5.51 9.26 0.1121
O -3.51 -3.90 8.58 0.1218
O -3.77 -6.99 13.09 0.1192
H -1.68 -6.95 11.45 0.1365
H -5.58 -3.96 10.21 0.1362
H -2.63 -4.12 8.21 0.0983
H -4.65 -6.78 13.45 0.1200
C 7.21 -5.53 0.45 0.0737
C 6.16 -5.60 1.29 -0.2389
C 4.91 -4.80 1.06 -0.3149
O 4.00 -4.94 1.86 0.0978
C 4.85 -3.93 -0.09 0.0782
C 5.89 -3.86 -0.94 -0.2263
C 7.14 -4.67 -0.72 -0.3041
O 8.04 -4.57 -1.53 0.1013
O 5.90 -3.08 -2.00 0.1090
O 6.15 -6.36 2.37 0.1160
H 8.11 -6.10 0.61 0.1343
H 3.95 -3.35 -0.24 0.1109
H 6.77 -3.19 -2.43 0.0858
H 5.28 -6.22 2.79 0.1171
C 10.17 -2.38 -3.15 0.0814
C 11.45 -2.02 -3.33 -0.2323
C 11.88 -0.58 -3.34 -0.3133
O 13.07 -0.35 -3.49 0.1119
C 10.87 0.45 -3.17 0.0767
C 9.59 0.09 -3.00 -0.2334
C 9.17 -1.35 -2.96 -0.2853
O 7.98 -1.58 -2.78 0.0926
O 8.61 0.97 -2.84 0.1224
O 12.43 -2.90 -3.50 0.1248
H 9.85 -3.41 -3.13 0.1283
H 11.19 1.48 -3.20 0.1365
H 7.79 0.45 -2.73 0.1214
H 13.25 -2.38 -3.60 0.1210

# 2
150
Properties=species:S:1:pos:R:3:lowdin_charge:R:1 method="wB97M-V/def2-TZVPD" total_charge=+1 energy_ha=-5314.8238 de_lowest_kj_mol=127.2 orbital_gap_ev=5.8584
Ti 0.23 1.23 -0.82 0.9561
C -2.22 1.60 3.68 -0.0981
O -1.16 1.75 2.76 -0.2278
C -0.58 2.99 2.64 -0.2462
C -0.95 4.04 3.46 -0.0149
C -0.29 5.26 3.37 -0.0762
C 0.76 5.40 2.49 -0.0763
C 1.12 4.34 1.66 -0.0037
C 0.44 3.12 1.68 -0.1997
N 0.80 1.97 0.93 -0.0859
N 1.88 1.85 0.06 -0.0918
C 2.36 3.00 -0.65 -0.2529
C 1.52 3.45 -1.65 -0.3239
O 0.37 2.75 -1.82 -0.1869
C 1.89 4.52 -2.48 0.0111
C 3.13 5.07 -2.34 -0.0127
C 4.05 4.60 -1.37 -0.1595
C 5.35 5.14 -1.22 -0.0307
C 6.19 4.69 -0.25 -0.0722
C 5.77 3.69 0.65 -0.0653
C 4.52 3.14 0.54 -0.0351
C 3.64 3.56 -0.49 -0.1327
H -1.89 1.77 4.71 0.0567
H -2.55 0.56 3.59 0.0882
H -3.05 2.27 3.45 0.1016
H -1.73 3.92 4.19 0.1098
H -0.58 6.08 4.02 0.1074
H 1.32 6.33 2.43 0.1077
H 1.96 4.49 1.00 0.0964
H 1.19 4.87 -3.22 0.1204
H 3.44 5.89 -2.99 0.1176
H 5.65 5.93 -1.90 0.1151
H 7.18 5.12 -0.15 0.1060
H 6.44 3.36 1.44 0.1082
H 4.18 2.38 1.24 0.1099
C -5.19 2.68 0.78 -0.0642
N -3.80 2.60 0.34 -0.0885
C -2.95 1.59 0.24 -0.1141
N -1.76 2.04 -0.14 0.0159
C -1.96 3.39 -0.26 -0.1622
N -3.18 3.76 0.02 0.1515
C -5.92 1.36 0.86 -0.2100
C -6.54 0.99 2.05 -0.0240
C -7.31 -0.17 2.11 -0.0462
C -7.46 -0.96 0.99 -0.0031
C -6.83 -0.60 -0.20 -0.1281
C -6.07 0.56 -0.26 0.0212
C -6.97 -1.45 -1.38 -0.2956
N -7.69 -2.51 -1.55 0.1305
N -7.38 -2.99 -2.82 0.1317
C -6.50 -2.19 -3.31 -0.2808
O -6.20 -1.17 -2.46 0.1115
C -5.66 -2.32 -4.50 -0.1259
C -5.61 -3.49 -5.25 -0.0003
C -4.60 -3.66 -6.18 -0.0470
C -3.59 -2.71 -6.31 -0.0178
C -3.65 -1.54 -5.58 -0.2138
C -2.51 -0.55 -5.52 -0.0374
N -2.09 -0.35 -4.11 -0.0676
C -1.41 0.66 -3.59 -0.0932
N -1.29 0.50 -2.28 -0.0098
C -1.91 -0.69 -2.05 -0.1934
N -2.39 -1.24 -3.14 0.1621
C -4.73 -1.32 -4.74 0.0051
H -5.69 3.35 0.08 0.1383
H -5.19 3.17 1.76 0.1268
H -3.20 0.57 0.47 0.1433
H -1.20 4.09 -0.55 0.1263
H -6.44 1.61 2.93 0.1174
H -7.80 -0.44 3.03 0.1137
H -8.06 -1.86 1.01 0.1224
H -5.61 0.85 -1.20 0.1282
H -6.34 -4.27 -5.06 0.1231
H -4.56 -4.57 -6.76 0.1123
H -2.75 -2.90 -6.97 0.1184
H -2.83 0.43 -5.88 0.1377
H -1.65 -0.88 -6.10 0.1131
H -1.04 1.51 -4.15 0.1615
H -2.01 -1.15 -1.08 0.1232
H -4.79 -0.40 -4.17 0.1248
C 0.84 -1.57 0.27 -0.3912
C -0.14 -2.10 1.31 -0.3514
C -0.70 -1.03 2.25 -0.3482
Sb 0.76 -0.13 3.61 1.4809
C 1.50 -2.04 4.32 -0.4087
C 2.86 -2.16 4.60 -0.1753
C 3.40 -3.36 5.04 -0.0882
C 2.58 -4.47 5.19 -0.0824
C 1.22 -4.36 4.92 -0.0804
C 0.68 -3.16 4.49 -0.1384
C -0.61 0.18 5.24 -0.4102
C -0.38 1.31 6.03 -0.1708
C -1.22 1.62 7.09 -0.0836
C -2.31 0.81 7.37 -0.0770
C -2.55 -0.32 6.60 -0.0723
C -1.70 -0.63 5.54 -0.1479
Sb 2.87 -1.24 1.02 1.4814
C 4.06 -1.19 -0.78 -0.3911
C 4.01 -2.16 -1.78 -0.1289
C 4.89 -2.11 -2.85 -0.0876
C 5.85 -1.11 -2.93 -0.0978
C 5.92 -0.15 -1.93 -0.0809
C 5.03 -0.20 -0.86 -0.1459
C 3.31 -3.35 1.20 -0.3829
C 4.63 -3.66 1.51 -0.1476
C 5.06 -4.97 1.60 -0.0824
C 4.16 -6.01 1.39 -0.0853
C 2.84 -5.72 1.09 -0.0824
C 2.41 -4.40 0.99 -0.1252
H 0.45 -0.63 -0.13 -0.0328
H 0.92 -2.26 -0.58 0.0492
H 0.33 -2.89 1.90 0.0629
H -0.98 -2.57 0.78 0.1062
H -1.51 -1.44 2.86 0.0485
H -1.10 -0.20 1.67 0.0187
H 3.51 -1.30 4.49 0.0846
H 4.46 -3.44 5.25 0.1057
H 2.99 -5.41 5.51 0.1048
H 0.57 -5.23 5.04 0.1039
H -0.38 -3.09 4.30 0.0861
H 0.46 1.95 5.81 0.0997
H -1.03 2.50 7.69 0.1079
H -2.97 1.05 8.19 0.1050
H -3.40 -0.95 6.82 0.1059
H -1.91 -1.52 4.96 0.0863
H 3.28 -2.97 -1.72 0.1034
H 4.84 -2.87 -3.62 0.1078
H 6.55 -1.09 -3.75 0.1017
H 6.67 0.63 -1.97 0.1063
H 5.10 0.55 -0.08 0.0705
H 5.35 -2.86 1.68 0.0972
H 6.09 -5.19 1.83 0.1052
H 4.49 -7.04 1.46 0.1037
H 2.13 -6.53 0.94 0.1038
H 1.38 -4.21 0.75 0.0803
N 3.82 -0.24 -6.76 0.1060
C 2.63 -0.67 -6.32 -0.8164
S 1.52 -1.35 -7.33 0.6951
C 2.34 -0.45 -4.88 -0.2175
C 2.94 0.55 -4.13 0.0294
C 2.51 0.80 -2.84 -0.0735
N 1.51 0.13 -2.24 0.0120
C 1.06 -0.94 -2.92 -0.1386
C 1.42 -1.25 -4.21 -0.0240
H 4.07 -0.43 -7.72 0.1070
H 4.57 -0.03 -6.11 0.1039
H 3.71 1.19 -4.54 0.1264
H 2.99 1.57 -2.26 0.1112
H 0.37 -1.59 -2.41 0.0969
H 0.99 -2.11 -4.70 0.1044

# 3
8
Properties=species:S:1:pos:R:3:lowdin_charge:R:1 method="wB97M-V/def2-TZVPD" total_charge=-1 energy_ha=-717.9227 de_lowest_kj_mol=311.7 orbital_gap_ev=7.2593
C -0.63 -0.21 -0.67 -0.8144
N 1.62 -0.01 0.87 -0.5808
O 0.61 0.09 -0.68 -0.1306
O -1.39 -0.55 0.21 -0.0078
O -1.09 -0.14 -1.95 0.0529
S 0.95 -0.46 2.10 0.5656
H -0.59 0.43 -2.49 0.0613
H 0.53 0.85 2.62 -0.1463

# 4
32
Properties=species:S:1:pos:R:3:lowdin_charge:R:1 method="wB97M-V/def2-TZVPD" total_charge=0 energy_ha=-642.5442 de_lowest_kj_mol=284.7 orbital_gap_ev="7.5585 / 7.2229"
C -2.38 -0.31 -2.63 0.0410
C -2.04 0.94 -2.57 -0.2513
C -1.07 0.13 3.73 -0.0618
C 0.86 -2.96 -1.21 -0.0693
C 2.92 2.06 -0.34 -0.0740
C -0.29 -0.02 2.36 -0.1858
C -1.04 0.62 1.12 -0.0699
C -0.07 -1.92 -0.59 -0.2306
C 2.03 0.93 -0.67 -0.2007
C -0.27 0.41 -0.15 -0.4033
O 0.15 -0.67 -0.68 -0.0100
O 0.63 1.39 -0.49 -0.0684
F -2.96 1.84 -2.82 0.0157
H -3.46 -0.44 -2.77 0.0806
H -1.82 -1.18 -2.33 0.0370
H -0.84 -0.58 4.45 0.0412
H -0.81 1.14 4.09 0.0903
H -2.05 0.04 3.52 0.0192
H 0.81 -3.84 -0.54 0.0784
H 0.53 -3.22 -2.22 0.0665
H 1.91 -2.64 -1.19 0.0685
H 2.77 2.87 -1.10 0.1014
H 2.77 2.59 0.56 0.0643
H 3.95 1.81 -0.31 0.0655
H 0.06 -1.04 2.02 0.1127
H 0.62 0.42 2.52 0.0589
H -1.96 0.08 0.98 0.1086
H -1.17 1.67 1.23 0.1151
H -0.79 -2.23 0.11 0.0928
H -1.17 1.53 -2.38 0.1034
H 2.14 0.01 -0.01 0.1477
H 2.02 0.56 -1.67 0.1163

# 5
9
Properties=species:S:1:pos:R:3:lowdin_charge:R:1 method="wB97M-V/def2-TZVPD" smiles="C#CC(C)=O" total_charge=0 energy_ha=-229.9332 de_lowest_kj_mol=248.8 orbital_gap_ev=10.2659
C 2.41 0.25 0.06 0.1339
C 1.17 0.28 -0.08 -0.0353
C -0.29 0.58 -0.02 -0.5225
C -1.26 -0.57 -0.03 -0.0703
O -0.72 1.73 0.00 0.0583
H 3.49 0.13 -0.12 0.0518
H -2.40 -0.17 -0.54 0.1675
H -1.61 -0.69 1.15 0.1318
H -0.79 -1.54 -0.42 0.0848

# 6
40
Properties=species:S:1:pos:R:3:lowdin_charge:R:1 method="wB97M-V/def2-TZVPD" total_charge=+1 energy_ha=-2320.5320 de_lowest_kj_mol=73.0 orbital_gap_ev="4.2729 / 4.2715"
Ca 0.96 1.78 1.11 1.4001
N 2.18 3.29 -0.42 -0.0923
C 1.96 4.60 0.23 -0.2614
C 0.57 5.26 0.08 -0.1613
C -0.24 5.19 1.42 -0.2604
N -0.45 3.78 1.77 -0.1177
H 3.16 3.23 -0.75 0.1118
H 1.59 3.33 -1.26 0.0710
H 2.65 5.34 -0.18 0.1189
H 2.13 4.44 1.28 0.0904
H -0.14 4.81 -0.73 0.1453
H 0.70 6.28 -0.25 0.1021
H -1.20 5.74 1.41 0.1260
H 0.31 5.64 2.24 0.1122
H -1.36 3.49 1.30 0.1118
H -0.70 3.74 2.77 0.1046
F -1.75 -3.14 -3.40 0.1239
C -1.46 -3.31 -2.08 -0.0717
C -1.21 -4.59 -1.57 -0.1134
F -1.34 -5.65 -2.38 0.1523
C -0.77 -4.75 -0.24 -0.0077
C -0.61 -3.56 0.56 -0.0915
C -0.92 -2.32 0.03 -0.0879
F -0.84 -1.26 0.94 0.0533
C -1.29 -2.12 -1.30 -0.0159
C -1.40 -0.82 -1.86 -0.1183
C -0.79 0.31 -1.30 -0.1157
N -0.05 1.18 -0.98 0.0933
C -2.14 -0.50 -3.04 -0.1797
N -2.69 -0.12 -3.97 0.2136
F -0.48 -3.67 1.89 0.1547
C -0.78 -6.03 0.38 -0.1419
C 0.13 -6.57 1.24 -0.1070
N 0.98 -7.10 1.89 0.2681
C -1.99 -6.66 0.37 -0.1295
N -3.06 -7.18 0.34 0.2655
F 2.45 -1.43 2.03 0.0123
C 2.18 -0.45 1.14 -0.5088
F 2.68 -0.93 -0.04 -0.0146
F 3.05 0.75 1.38 -0.2345